{"formula": "C24H26ClNiPS3", "method": "ωB97M-V/def2-TZVPD", "molar_mass_g_mol": 535.79, "homo_lumo_gap_ha": [0.2077, 0.2355], "e_tot_ha": -4433.95802, "e_homo_ev": [-14.3, -14.4], "total_charge": 2, "multiplicity": 1, "elements": ["Ni", "C", "C", "S", "C", "C", "S", "C", "C", "S", "H", "H", "H", "H", "H", "H", "H", "H", "H", "H", "H", "H", "Cl", "C", "C", "C", "C", "C", "C", "P", "C", "C", "C", "C", "C", "C", "C", "C", "C", "C", "C", "C", "H", "H", "H", "H", "H", "H", "H", "H", "H", "H", "H", "H", "H", "H"], "positions_angstrom": [[1.10678, -0.12992, -0.24081], [1.66276, 3.06991, 0.25685], [1.02938, 2.47005, 1.49875], [-0.17398, 1.30352, 0.82194], [-0.88270, 0.36159, 2.20254], [-0.29443, -1.03686, 2.27069], [-0.08419, -1.79236, 0.62735], [3.23062, -1.35841, 1.35611], [3.59653, -0.11051, 1.07359], [2.01012, 1.78907, -1.00880], [2.60206, 3.56045, 0.50738], [0.99556, 3.80787, -0.18712], [0.50080, 3.20691, 2.10497], [1.74311, 1.93218, 2.11850], [-1.95084, 0.32737, 1.99277], [-0.72252, 0.93362, 3.11614], [-0.94967, -1.69627, 2.84080], [0.68091, -1.01839, 2.75318], [3.41515, -2.17632, 0.67178], [2.80104, -1.62685, 2.31302], [4.13160, 0.13699, 0.16771], [3.51276, 0.68121, 1.80760], [2.21617, -1.32621, -1.86891], [1.04653, -2.48816, -2.48564], [1.52284, -3.65118, -3.04198], [0.59246, -4.57589, -3.51080], [-0.76727, -4.32455, -3.40940], [-1.22265, -3.14217, -2.84413], [-0.30928, -2.19193, -2.38651], [-0.86314, -0.63629, -1.70002], [-2.61884, -0.68749, -1.41103], [-3.14645, -1.48072, -0.38251], [-4.51565, -1.63476, -0.26926], [-5.36157, -0.99731, -1.17050], [-4.84192, -0.20889, -2.18759], [-3.47326, -0.04001, -2.31362], [-0.52652, 0.69622, -2.80857], [-1.09928, 1.94523, -2.52195], [-0.89501, 3.00345, -3.38380], [-0.10631, 2.82919, -4.51667], [0.46395, 1.59404, -4.80153], [0.26061, 0.52319, -3.95059], [2.58494, -3.84359, -3.10410], [0.94305, -5.50112, -3.94745], [-1.48119, -5.05230, -3.76886], [-2.28474, -2.94837, -2.77578], [-2.48578, -1.97774, 0.31174], [-4.92615, -2.24771, 0.52136], [-6.43297, -1.11723, -1.07962], [-5.50346, 0.27886, -2.89030], [-3.07895, 0.56200, -3.11915], [-1.71509, 2.07631, -1.64115], [-1.34750, 3.96426, -3.17913], [0.05733, 3.66057, -5.18942], [1.05938, 1.46447, -5.69471], [0.68869, -0.44149, -4.18832]], "atomic_forces_ev_per_a": [[-0.6, 0.3, -0.2], [0.0, 0.0, -0.1], [0.0, 0.0, 0.1], [0.1, 0.1, -0.2], [0.0, 0.0, -0.1], [-0.1, 0.1, 0.0], [0.4, 0.0, -0.3], [-0.1, 0.0, 0.0], [0.3, -0.1, 0.1], [0.0, -0.1, 0.1], [0.0, 0.0, 0.0], [0.0, 0.0, 0.0], [0.0, 0.0, 0.0], [0.0, 0.0, 0.0], [0.0, 0.0, 0.0], [0.0, -0.1, 0.0], [0.0, 0.0, 0.0], [0.0, 0.0, 0.0], [0.0, 0.0, 0.0], [0.0, 0.0, 0.0], [-0.1, 0.0, 0.0], [0.0, 0.0, 0.0], [0.2, 0.0, -0.1], [0.0, 0.1, 0.1], [-0.1, -0.1, 0.0], [0.0, 0.0, 0.0], [0.0, 0.0, 0.0], [0.0, 0.1, -0.1], [0.1, -0.1, -0.1], [0.3, -0.4, 0.5], [0.0, 0.0, 0.4], [-0.2, 0.1, -0.1], [0.0, 0.0, 0.0], [0.0, 0.0, 0.0], [0.0, 0.0, 0.0], [0.0, -0.1, 0.0], [-0.1, 0.2, -0.1], [0.1, 0.0, 0.0], [0.0, 0.0, 0.0], [0.0, 0.0, 0.0], [0.0, 0.0, 0.0], [0.0, 0.0, 0.1], [0.0, 0.0, 0.0], [0.0, 0.0, 0.0], [0.0, 0.0, 0.0], [0.0, 0.0, 0.0], [-0.1, 0.0, 0.0], [0.0, 0.0, 0.0], [0.0, 0.0, 0.0], [0.0, 0.0, 0.0], [0.0, 0.0, 0.0], [0.0, 0.0, 0.0], [0.0, 0.0, 0.0], [0.0, 0.0, 0.0], [0.0, 0.0, 0.0], [0.0, 0.0, 0.0]], "mulliken_charge": [0.030, -0.731, -0.637, 0.267, -0.898, -0.551, -0.178, -0.571, -0.562, -0.135, 0.464, 0.403, 0.510, 0.233, 0.373, 0.577, 0.500, 0.307, 0.282, 0.339, 0.326, 0.316, -0.113, 0.822, -0.666, -0.629, -0.867, -0.931, 0.005, 1.590, 0.851, -0.353, -0.888, -0.576, -0.820, -0.370, 1.100, -0.472, -0.981, -0.627, -0.780, -0.648, 0.530, 0.456, 0.463, 0.501, 0.370, 0.469, 0.436, 0.469, 0.517, 0.621, 0.493, 0.451, 0.470, 0.445]}